Below is C37H54BCl2N3O3P2SZr as an isolated structure, with properties calculated with ωB97M-V/def2-TZVPD.

Properties
- E (eV) = -106278.72312
- M (g/mol) = 855.814
- LUMO (eV) = 0.5
- relative energy (zero: lowest compared OMol25 entry of this formula, charge and spin) (kJ/mol) = 0.0
- total charge = 0
- largest force on an atom (eV Å⁻¹) = 0.630

Each line ends with the Löwdin charge.
Cartesian coordinates (Å):
Zr: 0.867 0.890 0.044  1.24
C: 0.419 -2.133 -4.466  -0.08
C: 1.057 -1.355 -3.309  -0.66
C: 1.288 -2.348 -2.160  -0.11
C: 2.408 -0.798 -3.765  -0.11
P: 0.049 0.071 -2.600  1.12
C: -1.625 -0.704 -2.385  -0.27
N: -1.657 -1.262 -1.055  -0.06
B: -0.745 -0.936 0.016  -0.53
N: -1.169 -1.793 1.091  -0.03
C: -0.565 -1.896 2.395  -0.28
P: 0.777 -0.614 2.539  1.13
C: 0.260 0.338 4.079  -0.68
C: 0.265 -0.469 5.378  -0.09
C: -1.176 0.840 3.837  -0.09
C: 1.189 1.547 4.240  -0.09
C: 2.264 -1.717 2.880  -0.67
C: 3.506 -0.844 3.074  -0.08
C: 2.142 -2.680 4.066  -0.09
C: 2.437 -2.559 1.609  -0.10
C: -2.235 -2.583 0.684  -0.17
C: -2.958 -3.551 1.358  -0.02
C: -4.001 -4.178 0.682  -0.10
C: -4.309 -3.844 -0.631  -0.11
C: -3.583 -2.871 -1.314  -0.02
C: -2.542 -2.248 -0.649  -0.18
C: -0.214 1.392 -3.920  -0.67
C: -0.401 0.875 -5.348  -0.09
C: -1.467 2.206 -3.559  -0.10
C: 1.009 2.321 -3.884  -0.09
H: 1.000 -3.047 -4.608  0.09
H: 0.438 -1.588 -5.405  0.06
H: -0.608 -2.442 -4.265  0.07
H: 1.952 -3.139 -2.517  0.09
H: 0.356 -2.813 -1.833  0.08
H: 1.764 -1.862 -1.311  0.02
H: 3.073 -1.631 -4.005  0.08
H: 2.879 -0.212 -2.978  0.05
H: 2.309 -0.186 -4.662  0.06
H: -1.798 -1.485 -3.132  0.08
H: -2.404 0.054 -2.517  0.08
H: -0.135 -2.892 2.534  0.08
H: -1.308 -1.754 3.184  0.09
H: -0.250 -1.425 5.279  0.08
H: -0.254 0.110 6.147  0.09
H: 1.277 -0.650 5.737  0.07
H: -1.912 0.062 4.043  0.08
H: -1.327 1.211 2.824  0.05
H: -1.376 1.666 4.523  0.09
H: 2.226 1.249 4.382  0.06
H: 0.883 2.112 5.124  0.09
H: 1.134 2.214 3.383  0.04
H: 3.494 -0.339 4.040  0.07
H: 3.602 -0.096 2.288  0.06
H: 4.397 -1.475 3.043  0.10
H: 2.240 -2.180 5.025  0.06
H: 2.956 -3.406 3.992  0.09
H: 1.210 -3.244 4.066  0.07
H: 2.553 -1.931 0.731  0.02
H: 1.593 -3.235 1.449  0.08
H: 3.336 -3.171 1.712  0.09
H: -2.721 -3.814 2.381  0.11
H: -4.581 -4.938 1.188  0.10
H: -5.126 -4.347 -1.131  0.10
H: -3.830 -2.612 -2.336  0.10
H: -1.192 0.128 -5.416  0.08
H: 0.517 0.456 -5.757  0.06
H: -0.686 1.719 -5.982  0.09
H: -2.380 1.674 -3.834  0.08
H: -1.448 3.138 -4.130  0.09
H: -1.509 2.467 -2.503  0.05
H: 1.938 1.782 -4.070  0.06
H: 1.093 2.833 -2.929  0.06
H: 0.900 3.080 -4.664  0.09
Cl: 4.803 -1.769 -1.189  0.70
C: 5.060 -0.206 -0.469  -0.59
C: 6.357 0.209 -0.230  -0.12
C: 6.612 1.438 0.361  -0.10
C: 5.548 2.255 0.720  -0.12
C: 4.269 1.817 0.468  -0.57
Cl: 2.887 2.779 0.937  0.76
C: 3.936 0.582 -0.141  -0.50
N: 2.641 0.261 -0.322  -0.25
H: 7.173 -0.444 -0.509  0.10
H: 7.628 1.754 0.543  0.10
H: 5.712 3.214 1.192  0.10
C: -6.724 2.611 -0.105  -0.05
C: -5.236 2.782 0.033  -0.26
C: -4.380 1.686 -0.050  -0.02
C: -3.010 1.848 0.065  -0.04
C: -2.489 3.118 0.266  -0.27
C: -3.321 4.223 0.356  -0.04
C: -4.689 4.045 0.239  -0.03
S: -0.745 3.325 0.395  0.51
O: -0.270 2.374 1.440  -0.48
O: -0.468 4.704 0.634  -0.25
O: -0.154 2.750 -0.849  -0.47
H: -6.997 1.559 -0.164  0.08
H: -7.085 3.106 -1.007  0.09
H: -7.247 3.053 0.743  0.08
H: -4.787 0.694 -0.201  0.12
H: -2.355 0.987 0.002  0.08
H: -2.890 5.201 0.516  0.11
H: -5.345 4.904 0.310  0.12